Entry w
Density functional theory data (ωB97M-V with the def2-TZVPD basis set) for a structure of composition C4H13NO2.

```
20
Properties=species:S:1:pos:R:3:nbo_charge:R:1
C -0.299 -0.323 0.078 -0.7408
C 1.124 0.390 -0.056 0.5320
C 1.892 -0.098 1.104 -0.4328
N 2.546 -1.527 0.644 -0.6152
C 1.789 1.273 -1.177 -0.7605
H -0.987 0.129 -0.685 0.2725
H -0.184 -1.453 -0.065 0.2971
H -0.775 -0.136 1.135 0.3117
H 2.900 0.491 1.255 0.2624
H 1.665 -1.494 0.060 0.3359
H 3.178 -1.444 -0.152 0.3643
H 1.081 1.021 -2.039 0.2618
H 1.694 2.420 -1.123 0.3316
H 2.809 1.114 -1.538 0.2945
H -4.040 -0.065 0.355 0.4543
H -4.244 1.760 -0.082 0.4667
O -4.514 1.030 0.461 -0.5908
H 1.411 -0.435 2.071 0.2805
H -3.730 -1.693 -0.335 0.4742
O -3.315 -0.959 0.089 -0.7994
```

Computed properties:
Gap between HOMO and LUMO (spin up / spin down): 0.300 / 0.275 Ha
Net charge: +1
2S+1: 2

***

Entry x
Density functional theory data (ωB97M-V with the def2-TZVPD basis set) for a cluster of 3 separate species, C4H13NO2 in total.

```
20
Properties=species:S:1:pos:R:3:nbo_charge:R:1
C -1.134 -0.998 2.209 -0.6917
C 0.244 -1.349 1.645 0.2332
C 1.002 -0.591 0.790 0.0868
N 0.770 0.809 0.499 -0.6279
C 0.986 -2.392 2.420 -0.6822
H -1.016 -0.716 3.280 0.2746
H -1.304 -0.011 1.773 0.2200
H -1.983 -1.661 2.267 0.3009
H 1.813 -0.818 0.116 0.2532
H 1.588 1.285 0.111 0.4278
H 0.437 1.292 1.330 0.4065
H 1.837 -2.786 1.816 0.2465
H 1.413 -2.049 3.348 0.2791
H 0.343 -3.245 2.619 0.2629
H -0.179 -0.783 -2.095 0.4829
H -1.030 -0.184 -0.820 0.4658
O -0.970 -0.364 -1.753 -0.9385
H -1.473 3.645 -4.662 0.4726
H -0.386 4.722 -4.805 0.4735
O -0.543 3.824 -4.499 -0.9459
```

Computed properties:
Gap between HOMO and LUMO (spin up / spin down): 0.328 / 0.218 Ha
Net charge: +1
2S+1: 2

***

Entry y
Density functional theory data (ωB97M-V with the def2-TZVPD basis set) for a cluster of 2 separate species, C4H13NO2 in total.

```
20
Properties=species:S:1:pos:R:3:nbo_charge:R:1
C 1.810 -0.754 1.266 -0.0625
O 1.749 -1.860 0.412 -0.7252
C 0.375 -0.142 1.312 -0.4245
C 0.191 1.034 0.318 -0.3409
C 0.537 0.711 -1.240 -0.2921
N -0.699 0.383 -2.012 -0.2530
H 2.084 -1.068 2.315 0.1926
H 2.511 -0.039 0.863 0.1861
H 1.144 -2.568 0.741 0.4816
H -0.354 -0.938 1.113 0.2014
H 0.161 0.369 2.213 0.2445
H -0.888 1.173 0.359 0.2153
H 0.797 1.885 0.405 0.2552
H 1.183 -0.133 -1.543 0.2969
H 1.042 1.623 -1.600 0.2396
H -1.258 0.000 -1.419 0.3541
H -1.107 1.288 -2.349 0.4159
H -3.450 -0.674 -0.921 0.4605
H -2.460 -0.215 0.056 0.4337
O -3.368 -0.074 -0.289 -0.8793
```

Computed properties:
Gap between HOMO and LUMO (spin up / spin down): 0.394 / 0.183 Ha
Net charge: +1
2S+1: 2

***

The most stable of them is entry x.

***

Entry w
Density functional theory data (ωB97M-V with the def2-TZVPD basis set) for a cluster of 3 separate species, C4H13NO2 in total.

```
20
Properties=species:S:1:pos:R:3:nbo_charge:R:1
C 0.415 -0.217 0.874 -0.6952
N -1.498 0.770 -1.230 -0.6121
C -1.883 0.547 0.009 0.3225
C -1.066 -0.169 0.885 -0.0005
C -3.247 0.984 0.409 -0.6933
H 0.845 0.628 1.412 0.2873
H 0.826 -1.096 1.374 0.2647
H 0.761 -0.152 -0.161 0.2230
H -0.622 0.329 -1.495 0.4158
H -2.149 0.791 -1.997 0.4384
H -1.473 -0.846 1.628 0.2447
H -3.560 0.409 1.268 0.2546
H -3.986 0.608 -0.307 0.2569
H -3.409 2.033 0.635 0.2868
H 0.545 -2.481 -1.415 0.4810
H -1.078 -2.582 -1.353 0.4722
O -0.275 -2.697 -1.855 -0.9470
H 5.944 1.148 2.010 0.4658
H 6.683 0.535 0.870 0.4703
O 5.994 1.187 1.048 -0.9360
```

Computed properties:
Gap between HOMO and LUMO (spin up / spin down): 0.350 / 0.250 Ha
Net charge: +1
2S+1: 2

***

Entry x
Density functional theory data (ωB97M-V with the def2-TZVPD basis set) for a cluster of 2 separate species, C4H13NO2 in total.

```
20
Properties=species:S:1:pos:R:3:nbo_charge:R:1
C -1.699 0.627 -0.490 -0.2907
N -0.980 -0.353 0.250 -0.1295
C -0.122 -1.440 -0.091 0.0337
O -0.078 -2.382 0.912 -0.6654
C -0.749 1.786 -0.885 -0.3912
C 0.083 1.438 -2.135 -0.6145
H -2.140 0.137 -1.364 0.2412
H -2.580 1.048 0.004 0.2734
H -0.950 -0.092 1.251 0.4232
H 0.910 -1.112 -0.272 0.2491
H -0.527 -1.811 -1.050 0.2126
H -0.744 -3.067 0.752 0.5036
H -0.030 2.018 -0.096 0.2254
H -1.287 2.725 -0.996 0.2577
H -0.506 1.528 -3.044 0.2323
H 0.892 2.165 -2.221 0.2447
H 0.571 0.471 -2.044 0.1941
H 4.067 -1.048 3.768 0.4711
H 2.663 -1.570 3.577 0.4586
O 3.205 -1.069 4.174 -0.9294
```

Computed properties:
Gap between HOMO and LUMO (spin up / spin down): 0.395 / 0.221 Ha
Net charge: +1
2S+1: 2

***

Entry y
Density functional theory data (ωB97M-V with the def2-TZVPD basis set) for a cluster of 3 separate species, C4H13NO2 in total.

```
20
Properties=species:S:1:pos:R:3:nbo_charge:R:1
N -2.473 -0.726 0.907 -0.0842
C -1.164 -1.271 1.186 -0.3004
C -0.362 -0.969 -0.091 -0.4247
C -1.147 0.139 -0.850 -0.4350
C -2.362 0.422 0.025 -0.2973
H -3.017 -0.529 1.749 0.4187
H -0.674 -0.753 2.022 0.2782
H -1.208 -2.349 1.359 0.2780
H 0.674 -0.763 0.161 0.2700
H -0.456 -1.795 -0.795 0.2401
H -0.581 1.034 -1.118 0.2527
H -1.427 -0.119 -1.875 0.2445
H -2.239 1.362 0.587 0.2821
H -3.307 0.515 -0.520 0.2756
H 2.648 2.525 0.840 0.4858
H 2.315 2.556 -0.673 0.4789
O 2.594 1.976 0.040 -0.9612
H 3.701 0.261 -0.916 0.4788
H 4.721 -0.815 -0.952 0.4711
O 3.764 -0.700 -1.087 -0.9518
```

Computed properties:
Gap between HOMO and LUMO (spin up / spin down): 0.377 / 0.197 Ha
Net charge: +1
2S+1: 2

***

Entry z
Density functional theory data (ωB97M-V with the def2-TZVPD basis set) for a cluster of 2 separate species, C4H13NO2 in total.

```
20
Properties=species:S:1:pos:R:3:nbo_charge:R:1
C -1.199 -2.374 -1.002 -0.0537
O -2.539 -2.099 -0.798 -0.6955
C -0.161 -1.440 -0.387 -0.4410
C -0.329 0.006 -0.901 -0.3551
C -0.498 1.137 0.204 -0.2877
N 0.696 1.924 0.283 -0.2895
H -0.984 -3.416 -0.776 0.2189
H -0.914 -2.312 -2.072 0.1563
H -2.837 -1.173 -0.924 0.4686
H -0.068 -1.328 0.705 0.2084
H 0.821 -1.845 -0.617 0.2371
H 0.487 0.337 -1.553 0.2222
H -1.275 0.092 -1.420 0.2413
H -0.701 0.599 1.139 0.2522
H -1.387 1.734 0.059 0.2583
H 0.833 2.330 -0.647 0.4097
H 1.463 1.415 0.734 0.4384
H 2.508 2.828 2.514 0.4751
H 3.509 1.677 2.697 0.4910
O 2.572 1.908 2.764 -0.9548
```

Computed properties:
Gap between HOMO and LUMO (spin up / spin down): 0.383 / 0.188 Ha
Net charge: +1
2S+1: 2

***

The most stable of them is entry w.

***

Entry w
Density functional theory data (ωB97M-V with the def2-TZVPD basis set) for a cluster of 4 separate species, C30H49ClFN4O11 in total.

```
96
Properties=species:S:1:pos:R:3:mulliken_charge:R:1
C -3.766 3.318 1.829 -0.5151
C -4.112 4.337 0.727 -0.8542
C -3.741 3.853 -0.681 -0.2902
C -2.232 3.902 -0.968 -0.2933
N -1.688 2.642 -1.538 0.2163
C -1.620 1.633 -0.570 -2.0919
C -0.666 1.655 0.401 1.0488
F 0.198 2.653 0.383 -0.4355
C -0.624 0.684 1.370 -0.1499
C 0.409 0.777 2.442 -1.3017
C -0.184 1.144 3.822 -0.2083
C 0.897 1.437 4.895 -0.9652
N 2.191 0.777 4.742 -0.5859
C -1.589 -0.304 1.292 1.5827
Cl -1.600 -1.508 2.523 -0.1304
C -2.529 -0.336 0.323 -0.0076
C -3.610 -1.370 0.220 -1.1451
C -3.163 -2.836 0.319 -0.0763
O -3.853 -3.590 0.943 -0.5375
N -1.988 -3.293 -0.398 0.3814
C -1.035 -3.998 0.476 -0.9005
C -2.498 -4.281 -1.382 -1.2453
N -2.509 0.645 -0.589 1.4130
O -3.458 0.668 -1.565 -0.3984
C -2.958 0.242 -2.872 -0.4331
C -1.762 -0.695 -2.838 -0.6105
H -2.757 2.920 1.710 -0.2372
H -4.488 2.500 1.754 0.2382
H -3.917 3.776 2.805 0.4811
H -5.201 4.436 0.728 0.4270
H -3.711 5.327 0.954 0.3297
H -4.305 4.475 -1.378 0.4083
H -4.142 2.845 -0.809 0.1430
H -1.719 4.225 -0.054 0.3675
H -2.048 4.679 -1.711 0.2430
H -0.740 2.868 -1.837 0.3316
H 1.083 1.590 2.164 0.5038
H 1.038 -0.112 2.492 0.2518
H -0.753 2.069 3.674 0.1677
H -0.849 0.342 4.127 0.4540
H 0.485 1.084 5.845 0.3324
H 1.083 2.503 5.029 0.4264
H 2.124 -0.216 4.558 0.3069
H 2.745 1.246 4.040 0.2944
H -4.208 -1.280 -0.685 0.2921
H -4.289 -1.200 1.058 0.3401
H -0.270 -3.348 0.898 0.2425
H -0.510 -4.728 -0.141 0.3186
H -1.509 -4.556 1.291 0.3570
H -1.714 -4.603 -2.062 0.3470
H -3.332 -3.814 -1.912 0.4270
H -2.919 -5.168 -0.893 0.4551
H -3.790 -0.276 -3.352 0.4218
H -2.752 1.114 -3.488 0.3503
H -1.567 -0.995 -3.868 0.5348
H -1.908 -1.595 -2.240 0.0115
H -0.869 -0.143 -2.536 0.1680
C 5.291 -0.916 -0.597 -1.4814
C 5.103 -0.798 0.895 0.4597
C 5.660 -1.954 1.686 -0.2074
O 4.811 -1.954 2.850 -0.3565
C 3.634 -1.432 2.484 0.6178
O 2.639 -1.464 3.150 -0.7202
O 3.706 -0.856 1.261 -0.2636
H 4.726 -1.762 -0.991 0.3243
H 4.922 -0.022 -1.101 0.3879
H 6.344 -1.044 -0.844 0.3916
H 5.502 0.156 1.252 0.3073
H 6.701 -1.813 1.967 0.3210
H 5.551 -2.915 1.179 0.0860
C -0.015 7.612 -5.251 -1.5397
C -0.233 6.352 -4.450 0.6275
C 0.868 6.043 -3.464 -0.4962
O 0.796 4.611 -3.369 -0.3266
C 0.291 4.160 -4.554 0.6595
O 0.285 3.020 -4.886 -0.5410
O -0.198 5.184 -5.288 -0.3401
H 0.854 7.511 -5.901 0.3716
H -0.873 7.808 -5.894 0.3713
H 0.127 8.470 -4.594 0.3784
H -1.209 6.382 -3.956 0.2168
H 0.706 6.502 -2.491 0.3106
H 1.860 6.317 -3.830 0.3509
C 1.449 -7.015 2.241 -1.4773
C 2.276 -6.447 1.113 0.8400
C 3.083 -7.470 0.351 -0.4765
O 4.188 -6.687 -0.120 -0.3321
C 4.361 -5.671 0.754 0.5892
O 5.310 -4.952 0.775 -0.5886
O 3.311 -5.580 1.607 -0.3282
H 2.091 -7.426 3.021 0.4069
H 0.847 -6.233 2.704 0.3261
H 0.782 -7.797 1.877 0.3879
H 1.643 -5.863 0.438 -0.0817
H 2.538 -7.908 -0.481 0.3287
H 3.469 -8.269 0.988 0.2945
```

Computed properties:
Gap between HOMO and LUMO: 0.273 Ha
Net charge: +1
2S+1: 1

***

Entry x
Density functional theory data (ωB97M-V with the def2-TZVPD basis set) for a cluster of 4 separate species, C30H49ClFN4O11 in total.

```
96
Properties=species:S:1:pos:R:3:mulliken_charge:R:1
C -2.797 -2.668 3.889 -0.4660
C -3.850 -3.660 3.180 -0.7707
C -3.418 -4.098 1.679 -0.2880
C -3.635 -2.946 0.583 0.0324
N -2.451 -2.705 -0.308 0.0701
C -1.364 -2.007 0.432 -1.0338
C -1.597 -0.507 0.747 -0.1452
F -2.800 0.097 0.301 -0.3819
C -0.511 0.257 1.551 0.3654
C -0.784 1.788 1.902 -0.6185
C -1.076 2.041 3.466 -0.1211
C -1.575 3.530 3.820 -0.7281
N -1.119 4.597 2.885 -0.5837
C 0.748 -0.563 1.982 0.4380
Cl 1.998 0.320 2.964 -0.1173
C 0.913 -2.076 1.619 0.0183
C 2.148 -2.982 2.054 -0.5367
C 3.586 -2.328 1.807 0.0898
O 4.444 -2.495 2.732 -0.5709
N 4.013 -1.600 0.590 0.1928
C 4.574 -0.247 0.898 -0.5995
C 5.163 -2.417 0.036 -1.0019
N -0.157 -2.722 0.852 1.2459
O -0.095 -4.024 0.533 -0.3420
C 0.246 -4.244 -0.875 -0.3676
C 1.090 -3.069 -1.566 -0.5460
H -2.489 -1.818 3.190 -0.1312
H -1.877 -3.313 4.157 0.1979
H -3.251 -2.310 4.882 0.3908
H -3.830 -4.641 3.796 0.3550
H -4.916 -3.255 3.246 0.3154
H -4.036 -5.050 1.452 0.3495
H -2.323 -4.456 1.716 0.0939
H -4.006 -2.010 1.136 0.2723
H -4.501 -3.273 -0.109 0.0415
H -2.808 -2.075 -1.058 0.4189
H -1.749 2.093 1.339 0.2938
H 0.033 2.500 1.501 0.1568
H -1.948 1.329 3.747 0.1626
H -0.107 1.752 4.030 0.2857
H -1.121 3.783 4.857 0.2777
H -2.705 3.640 3.943 0.3504
H -0.110 4.545 2.671 0.3165
H -1.699 4.585 2.034 0.2808
H 2.164 -4.029 1.602 0.2141
H 2.054 -3.131 3.199 0.3406
H 3.815 0.606 0.851 0.1594
H 5.361 -0.014 0.081 0.2084
H 5.122 -0.170 1.899 0.3310
H 5.526 -2.043 -0.977 0.3475
H 4.776 -3.508 0.005 0.3228
H 6.073 -2.440 0.745 0.3889
H 0.890 -5.198 -0.922 0.3375
H -0.703 -4.487 -1.486 0.2827
H 1.361 -3.423 -2.634 0.4288
H 2.058 -2.788 -1.032 0.0548
H 0.386 -2.165 -1.732 0.1416
C -0.054 4.227 -3.372 -1.4765
C -0.115 4.915 -2.026 0.4589
C 0.962 5.938 -1.826 -0.2068
O 1.119 5.941 -0.410 -0.3526
C 0.761 4.705 0.022 0.6170
O 0.963 4.288 1.133 -0.7491
O 0.146 3.996 -0.966 -0.2684
H 0.853 3.623 -3.465 0.3232
H -0.898 3.542 -3.486 0.3882
H -0.084 4.952 -4.189 0.3904
H -1.111 5.344 -1.866 0.3061
H 0.670 6.925 -2.187 0.3274
H 1.918 5.660 -2.280 0.0882
C -7.715 -3.685 -3.856 -1.5315
C -6.396 -3.350 -3.193 0.6370
C -6.188 -1.879 -2.983 -0.5048
O -4.769 -1.766 -2.998 -0.3132
C -4.307 -2.793 -3.772 0.6465
O -3.181 -2.888 -4.169 -0.5487
O -5.298 -3.691 -4.035 -0.3312
H -7.750 -3.303 -4.880 0.3715
H -7.839 -4.769 -3.924 0.3676
H -8.557 -3.275 -3.294 0.3769
H -6.292 -3.908 -2.256 0.2115
H -6.595 -1.534 -2.031 0.3127
H -6.594 -1.261 -3.790 0.3472
C 6.619 3.457 0.492 -1.4710
C 5.883 3.393 -0.830 0.7381
C 6.750 3.702 -2.015 -0.4991
O 5.811 4.214 -2.953 -0.3221
C 4.797 4.760 -2.227 0.5667
O 3.937 5.460 -2.684 -0.5981
O 4.889 4.410 -0.913 -0.3203
H 6.948 4.477 0.710 0.4222
H 5.956 3.161 1.308 0.3252
H 7.488 2.795 0.493 0.3843
H 5.386 2.422 -0.939 0.0349
H 7.248 2.814 -2.409 0.3306
H 7.501 4.474 -1.817 0.3006
```

Computed properties:
Gap between HOMO and LUMO: 0.244 Ha
Net charge: +1
2S+1: 1

***

The most stable of them is entry w.